21
Properties=species:S:1:pos:R:3:forces:R:3:nbo_charge:R:1 method="wB97M-V/def2-TZVPD" molar_mass_g_mol=159.23 e_above_lowest_kcal_mol=35.43 lumo_energy_ev=-3.6865 charge=+1 e_tot_ha=-817.8584 homo_lumo_gap_ev=9.460 e_homo_ev=-13.15 multiplicity=1
S -2.517 -0.738 1.319 2.173 -0.764 0.536 0.636
O 1.510 0.243 -1.347 2.985 -0.798 -1.561 -0.744
N 0.739 1.411 0.767 1.461 -0.171 -2.539 -0.802
N -1.644 0.501 -0.674 2.407 -1.246 -0.242 -0.495
C 2.651 -1.301 0.117 0.871 3.403 -0.426 -0.648
C -2.963 0.609 -0.718 -2.478 1.294 -0.073 -0.009
C 0.580 0.078 0.822 -2.670 -1.067 0.573 0.068
C -3.580 0.040 0.350 -2.710 0.992 -1.726 -0.488
C -1.197 -0.286 0.329 1.286 1.594 0.605 -0.045
C 1.330 -0.696 -0.311 -1.055 -0.430 0.823 0.071
H 1.310 1.799 0.022 -0.372 -0.185 0.117 0.421
H -0.990 0.889 -1.403 -0.828 -0.496 1.180 0.469
H 3.011 -1.978 -0.622 0.561 -0.385 -0.564 0.235
H 3.399 -0.424 0.371 -1.233 -1.603 -0.994 0.226
H -3.465 1.240 -1.444 0.182 -0.277 -0.089 0.252
H 2.591 -1.764 1.031 -0.421 -1.572 2.097 0.236
H 2.398 -0.081 -1.772 -2.510 1.369 0.721 0.504
H -4.677 0.078 0.483 0.946 -0.207 0.103 0.288
H 0.412 -0.212 1.900 0.957 -0.646 -1.368 0.236
H 0.534 1.995 1.494 -0.561 1.423 2.209 0.399
H 0.568 -1.402 -0.714 1.011 -0.229 0.620 0.190

14
Properties=species:S:1:pos:R:3:forces:R:3:nbo_charge:R:1 method="wB97M-V/def2-TZVPD" molar_mass_g_mol=79.10 e_above_lowest_kcal_mol=0.02 lumo_energy_ev=1.0459 e_tot_ha=-282.9141 homo_lumo_gap_ev=10.371 e_homo_ev=-9.32 multiplicity=1 smiles=NNN.CO
O 0.903 -0.049 1.679 -1.563 -1.665 -0.091 -0.744
N -1.132 0.356 -1.035 0.098 0.304 0.001 -0.668
N -0.182 -1.644 -1.848 0.073 -0.147 -0.034 -0.700
N -0.514 -0.864 -0.691 0.598 -0.304 -0.053 -0.352
C 0.687 1.337 1.813 -0.451 0.382 0.100 -0.252
H 1.637 1.837 1.616 -0.084 -0.048 -0.002 0.178
H -0.075 1.689 1.109 0.169 0.047 0.014 0.183
H 0.352 -0.647 -0.183 -0.606 0.159 -0.309 0.354
H -2.021 0.143 -1.480 0.203 -0.013 0.129 0.354
H 0.358 1.595 2.826 0.086 0.007 -0.032 0.161
H 0.019 -0.547 1.642 1.834 1.333 0.268 0.481
H 0.774 -1.467 -2.158 -0.137 0.012 0.058 0.329
H -0.240 -2.623 -1.585 -0.044 0.135 -0.055 0.354
H -0.567 0.884 -1.705 -0.178 -0.202 0.007 0.322

19
Properties=species:S:1:pos:R:3:forces:R:3:nbo_charge:R:1 method="wB97M-V/def2-TZVPD" molar_mass_g_mol=183.21 e_above_lowest_kcal_mol=73.62 lumo_energy_ev="-6.2110 / -6.2121" charge=+1 e_tot_ha=-928.6928 homo_lumo_gap_ev="5.851 / 5.849" e_homo_ev="-12.06 / -12.06" multiplicity=1
S -3.526 -0.953 1.149 0.704 1.392 -0.673 1.864
O -4.268 0.233 1.190 -2.388 0.205 0.900 -0.728
O -2.125 -0.469 1.176 3.131 0.081 0.822 -0.717
N -3.032 -0.374 -1.030 -1.152 -0.713 -0.408 -0.468
N -0.808 2.207 0.940 0.942 4.303 -0.731 -0.797
C -0.105 1.084 0.613 -5.103 -1.588 -0.877 0.170
C -0.095 -1.421 0.305 0.824 2.660 1.964 -0.207
C 1.697 -0.083 -0.467 1.041 0.097 2.030 -0.126
C 1.280 -1.308 0.072 -2.802 1.327 -2.061 -0.217
C -0.799 -0.226 0.584 1.563 -0.945 0.608 0.203
C -2.473 -0.079 -1.966 1.865 0.666 -3.098 0.242
C 1.049 1.131 -0.081 2.582 -1.897 -1.009 -0.270
H -1.883 0.157 -2.904 -1.098 -0.287 1.652 0.290
H 1.525 2.087 -0.184 0.176 0.235 -0.458 0.245
H 1.783 -2.217 0.023 1.331 -1.106 -0.394 0.232
H 2.682 -0.173 -0.929 -0.220 0.946 -0.018 0.241
H -0.469 -2.366 0.570 -0.859 -1.004 0.127 0.231
H -0.611 3.198 0.495 0.641 -3.063 1.085 0.410
H -1.786 2.299 1.031 -1.176 -1.309 0.540 0.402